A molecular structure, C14H34BrGaN4O2P, computed with wB97M-V/def2-TZVPD.

Summary:
**HOMO level**: -3.5 eV
**Frontier orbital gap**: 3.8 eV
**Total energy**: -156823.886 eV
**Total charge**: -1

The geometry in XYZ format:
```
57
C14H34BrGaN4O2P wB97M-V/def2-TZVPD
H -1.20213 -5.17691 -0.89799
N -1.98061 -3.98867 0.69237
N -2.55531 -2.95967 -1.40262
O -3.12109 -0.99526 -0.21153
H 5.87112 5.53043 -0.10416
H -4.12917 -1.90450 -2.37786
C -4.50629 -1.79527 1.97777
Br 8.50819 2.53149 -0.26960
C 3.79049 4.71734 0.54518
H 5.90599 4.55215 1.58850
C -5.07674 -3.62456 0.58728
H 4.84663 0.29329 -0.29034
C -3.73405 -2.91795 -2.25981
H -1.27970 -2.92407 -3.10966
H 3.94188 4.49637 -1.73286
H -1.36218 3.28953 1.87244
H -3.69417 -1.23402 2.45163
H -5.13661 -1.08642 1.42797
H -2.94305 -5.37908 -0.61001
H -1.79919 -6.07836 0.50409
N -3.97179 -2.83303 1.09085
H 3.46103 5.84574 0.72728
N 0.66671 3.46703 -1.12593
H 1.67073 4.95532 -2.34567
H -3.50795 -3.31399 -3.25643
C -1.42141 -2.40376 -2.15629
H 3.82990 1.85549 2.28794
H 5.21801 0.36030 2.53436
C 5.09704 1.22632 0.37857
H -5.10228 -2.22978 2.78766
H 3.15477 2.94670 -0.83692
Ga 6.09122 2.84422 -0.47751
H -1.80424 3.62478 -0.00556
H -0.73138 -3.05708 2.11329
O 1.26921 2.66819 1.21705
H -4.52487 -3.56396 -1.88465
H -4.74053 -4.54245 0.10412
C 3.21763 4.13788 -0.88315
C -0.69389 -3.86707 1.37791
P -2.59053 -2.38782 0.20897
C -1.98125 -5.19823 -0.12510
H 1.03953 2.64723 -1.67139
C 0.37609 3.03038 0.29287
H -0.49215 -2.52909 -1.59079
C 1.64709 4.61732 -1.20096
C 4.67365 1.15074 1.82542
H -1.55392 -1.33498 -2.35506
H 0.11057 -3.64381 0.66919
H 1.33914 5.57033 -0.59421
C 5.45566 4.58880 0.48748
H 5.67336 2.97770 -2.04574
H 3.44530 4.10086 1.48253
H -1.57378 1.81006 0.61022
H -5.69893 -3.05836 -0.11121
H -5.72262 -3.96082 1.40840
C -1.22734 2.93425 0.75701
H -0.44184 -4.78124 1.92462
```

---

A molecular structure, C14H34BrNbOP, computed with wB97M-V/def2-TZVPD.

Summary:
**HOMO level**: -4.4 eV
**Frontier orbital gap**: 6.4 eV
**Total energy**: -97994.049 eV
**Total charge**: -1

The geometry in XYZ format:
```
52
C14H34BrNbOP wB97M-V/def2-TZVPD
H 0.76548 3.87477 0.84180
H -3.39971 1.72880 2.60745
H -4.84927 -1.21493 0.51747
H -2.29733 -1.25032 -1.80793
C -2.34137 -2.12843 -1.12441
H -3.08010 -2.88085 -1.45023
H -0.64114 -3.06951 -0.09362
H -0.43434 0.64410 0.58050
H 1.23191 -0.54077 1.17115
H -2.90846 -2.34760 0.97291
H 0.16933 -0.73555 -1.00494
H -4.97278 0.94982 1.22515
H 3.77491 -2.10362 1.97750
C -0.93266 1.52013 0.09021
C -1.85683 2.16847 1.17936
C -0.87165 -2.71017 -1.11890
H 2.19770 -2.10094 -2.43187
C 2.51088 -1.43447 -0.41927
O 3.94493 2.89185 -1.93993
H -1.77559 -0.96655 0.59512
H 1.68579 -3.32451 -1.26725
H 3.54228 -1.84724 -0.32490
H -1.58065 1.13685 -0.73548
H 3.50259 2.04754 -2.06069
H 3.32847 0.79795 1.29044
H -0.82987 -3.59211 -1.79574
H 0.73701 1.82051 -2.20255
H 3.86011 0.56865 2.98876
H -2.46787 2.93992 0.65645
C -2.68605 -1.50496 0.28930
H 2.63190 -0.37534 -0.73300
P 2.73109 4.08216 -1.71284
H 0.06372 -1.37644 -2.65116
H -2.41094 0.28393 2.28021
H 2.62171 -1.36117 3.11916
Nb 0.71880 2.86321 -0.67759
H -4.17887 -0.54123 -0.96530
C 0.18535 -1.67982 -1.59102
C 3.02987 -1.28337 2.09192
H -0.41682 3.99712 -1.53331
H 1.31891 -2.32999 1.27022
C -3.98259 0.80732 0.73124
H 4.84913 -0.04914 1.65173
H 1.97482 1.71724 0.04628
C -2.89499 1.15090 1.79713
Br 2.27893 4.76037 -3.84977
C 1.66270 -2.22849 -1.46345
C 3.79918 0.08046 1.99311
H -1.24079 2.66236 1.95378
C 1.89396 -1.41778 1.01305
H -3.98154 1.54220 -0.10222
C -3.97923 -0.64134 0.12600
```

---

3 unconnected molecules or ions with the total composition C14H34ClNO, computed with wB97M-V/def2-TZVPD.

Summary:
**HOMO level**: -6.9 eV
**Frontier orbital gap**: 6.9 eV
**Total energy**: -31118.477 eV

The geometry in XYZ format:
```
51
C14H34ClNO wB97M-V/def2-TZVPD
H 3.56671 1.60653 -3.51075
C 3.05171 -1.90647 -1.48275
H 1.01071 -0.32047 -1.91075
C -4.24229 0.63653 1.76025
C 3.58271 -0.56547 -2.02875
H 1.00071 2.23053 0.30225
C 2.20571 2.18553 0.34325
H 2.72071 2.63853 -2.50275
H 0.93571 1.16553 -2.02775
H 2.30571 -0.07647 0.34525
H -5.46429 -1.22247 1.49425
H -7.22829 -1.64447 3.04725
H 2.97971 -1.99847 -0.35975
H -2.69529 -0.52047 1.96125
H -2.11529 1.57453 -0.17575
O 4.03871 -2.98747 -2.03175
H -4.68729 -0.86347 3.10925
H -0.78029 0.92853 0.65325
H 2.85071 -4.61947 -2.55075
H 2.33071 2.19553 1.53925
H -6.90029 -0.97347 4.77225
H -8.23229 -0.62147 4.09825
H 3.20771 -4.55847 -0.69075
H -6.08929 0.89053 3.95425
C 2.91471 0.78053 -0.14675
H 4.69071 -0.63347 -1.82475
H 1.41071 0.48553 -3.36775
H 4.98871 2.10753 -0.94075
C -7.25429 -0.80847 3.73425
C 4.87871 2.10053 -2.00875
H -6.94929 0.95353 2.35925
H -4.07829 1.56353 2.37825
H 2.46471 3.01653 -0.12475
N 2.89771 0.63653 -1.65075
C 1.49971 0.53953 -2.27775
H 5.50171 1.49653 -2.28575
C -2.93529 0.05353 1.29325
C -6.37029 0.30153 3.06825
H 4.15471 -5.13947 -1.92475
H -1.88129 1.73653 1.59325
H -3.22229 -0.73647 0.62825
C 3.57671 -4.32447 -1.75575
H 5.09271 3.02153 -2.13775
H 3.72171 -0.81647 -3.07175
C 3.45171 1.74653 -2.44975
H 3.74771 0.59053 0.55125
C -1.87329 1.17253 0.81725
H -4.59829 0.98653 0.78725
H 2.21271 -2.20547 -2.15675
C -5.12529 -0.42447 2.37125
Cl -0.27029 -1.37447 0.43425
```

---

A molecular structure, C14H34ClNbO4P, computed with wB97M-V/def2-TZVPD.

Summary:
**ΔE to the lowest compared entry with this formula, charge and spin**: 24.02 kcal per mole
**HOMO level**: -4.1 eV
**Frontier orbital gap**: 6.3 eV
**Total energy**: -46614.383 eV
**Total charge**: -1

The geometry in XYZ format:
```
55
C14H34ClNbO4P wB97M-V/def2-TZVPD
H 0.30257 -4.81731 -1.69691
C -1.38451 -1.58607 3.25052
O 4.03587 6.02333 0.00468
C -6.35174 -0.72731 -0.57011
C 3.97698 4.83795 -0.78667
H -5.02322 -0.24338 -4.06610
H 0.82228 -4.75914 3.15806
H -5.58441 1.43683 -4.09708
H -2.76159 -0.11459 -3.19675
O -4.37643 0.99738 -2.52584
H -7.43644 -0.00602 -3.46693
H 2.19052 3.35874 2.39154
H 3.21275 -5.70752 2.99551
C 5.26770 6.15285 0.69301
H -5.58916 0.03152 -0.37783
H 4.98181 4.46122 -1.00266
H -7.30990 -0.40340 -0.14904
O -6.49328 -0.98642 -1.95787
O 3.76130 3.27038 1.05326
H 3.07661 -3.99275 2.51186
C 2.76894 -5.02817 2.19779
H 3.81840 3.51759 3.07975
C -0.68189 -1.64808 2.24769
Cl -0.96633 -1.70995 -1.17674
H 0.11257 -6.38240 -0.85723
H -2.75946 0.31022 -1.47568
H 0.62434 0.68647 -0.43749
H 3.50895 5.11493 -1.73680
H 5.17567 6.97678 1.40172
H -3.83840 -0.96805 -2.05224
C 0.71562 -5.42401 -0.83999
H 3.02613 2.92222 -0.80769
C -5.37901 0.58264 -3.44186
H 1.81553 -5.60283 -0.92629
H 1.96512 -2.34634 -0.84275
H -6.05046 -1.65331 -0.08016
H 5.51699 5.24367 1.24658
C 1.16974 0.24329 0.44829
C 1.21499 -5.26505 2.22832
C -3.38702 -0.00647 -2.30582
H 0.66870 0.69311 1.35776
Nb 0.83453 -2.00485 0.54673
H 3.26855 -5.33297 1.23396
C 3.12988 3.76696 -0.11933
H 2.12677 4.14341 0.10258
C -6.66186 0.20197 -2.71992
H 2.18173 -2.11950 1.72628
H 0.98716 -6.36507 2.25334
H -2.07828 -1.87061 4.06382
H -7.01377 1.02641 -2.09125
H 3.10699 4.88406 2.20074
H 2.26335 0.53172 0.41153
H 6.06984 6.38662 -0.01515
P 0.24537 -4.52387 0.77767
C 3.18292 3.79318 2.23720
```

---

A molecular structure, C14H34GeO10P2Ti, computed with wB97M-V/def2-TZVPD.

Summary:
**ΔE to the lowest compared entry with this formula, charge and spin**: 0.00 kcal per mole
**⟨S²⟩**: 0.752
**HOMO level (alpha / beta)**: -11.8 / -12.4 eV
**Frontier orbital gap (alpha / beta)**: 9.0 / 9.9 eV
**Total energy**: -133758.940 eV
**Total charge**: +1
**2S+1**: 2

The geometry in XYZ format:
```
62
C14H34GeO10P2Ti wB97M-V/def2-TZVPD
H 0.14221 3.41462 -0.35760
H 1.89145 -0.41891 3.73749
H 3.62164 0.79512 -2.54463
C -0.16792 -0.24402 3.04851
Ge 1.73633 -1.55177 1.13670
O 0.08768 2.49489 -0.65033
O -1.96115 0.63412 0.26720
H 2.24110 -0.28635 -2.33445
H 0.67834 -0.41299 5.00952
C -0.08190 1.27251 2.93716
H 5.02907 0.00261 -0.71178
H 3.62188 1.93398 1.08321
C 0.32420 -3.51159 -2.20521
C 2.98417 0.60952 -0.50571
H -1.86487 -2.31507 0.19853
H -0.96658 3.16595 -3.79314
O -3.48475 -0.06259 -1.63909
O -3.12541 2.44871 -2.90818
H 0.89482 -1.86138 4.03303
H -2.23387 -3.55119 -0.99177
O -0.34032 3.08686 -3.05454
H 1.26371 -4.38260 0.24024
H -0.11820 -3.84212 1.22111
H 0.14077 -2.71372 -2.92556
C 3.35071 1.98404 0.02808
C -2.77266 3.77511 -0.93484
H 2.51727 2.67489 -0.08194
C 4.11952 -0.36601 -0.23591
C -1.58426 -2.69821 -0.78890
H -0.22738 -4.39681 -2.52627
H -0.93005 1.67807 2.38666
H 4.19984 2.39070 -0.52317
P -0.79480 2.11896 -1.91683
H -1.79973 -1.95287 -1.56113
C -2.54811 2.42001 -1.59884
H -3.43493 1.55768 -3.12836
C -1.55585 -0.69594 3.46573
H -0.07956 1.72112 3.93216
H -2.31235 4.57736 -1.51400
O -4.44098 1.42918 0.21316
H -0.33540 -5.07134 -0.02104
H -1.81941 -0.25868 4.43040
H 1.38795 -3.75011 -2.21471
H 3.91692 -1.35648 -0.65193
O -0.50021 0.65242 -2.11116
H 4.32885 -0.46305 0.83113
H -4.38559 -0.41079 -1.56681
C 0.19741 -4.15063 0.22128
O 0.05665 -0.81627 1.71462
H -2.29762 -0.37393 2.73499
P -3.23751 1.07836 -0.53048
O 1.78094 0.18157 0.23095
H -2.38662 3.78975 0.08565
H -3.84571 3.95078 -0.88310
Ti -0.25266 -0.09715 -0.20373
H 2.02959 1.47299 -2.25974
C 2.68946 0.64834 -1.99658
C -0.11705 -3.09115 -0.81602
H 0.84849 1.56185 2.44241
C 0.88964 -0.76998 4.00099
O 0.63013 -1.86666 -0.50256
H -1.59734 -1.78172 3.55916
```

---

6 unconnected molecules or ions with the total composition C14H34IN3O5, computed with wB97M-V/def2-TZVPD.

Summary:
**⟨S²⟩**: 0.753
**HOMO level (alpha / beta)**: -11.7 / -11.7 eV
**Frontier orbital gap (alpha / beta)**: 9.6 / 5.0 eV
**Total energy**: -37870.646 eV
**Total charge**: +1
**2S+1**: 2

The geometry in XYZ format:
```
57
C14H34IN3O5 wB97M-V/def2-TZVPD
H 3.12264 2.86652 -1.80361
C -1.07505 -1.85299 2.09369
H -1.73020 -2.48662 2.69150
H 4.25645 1.36271 0.79148
C -2.82092 -2.07776 -0.22741
H 1.91865 4.25367 1.17885
H 0.68611 -0.59989 2.06538
C -4.43599 1.22555 -0.44257
H 0.04823 0.19650 0.20615
C 3.58665 2.10519 -3.72956
C 0.16923 -1.28563 2.73672
H 3.51671 1.09549 -5.54557
H -2.45481 -1.42635 -1.02096
H 0.88236 -2.05992 3.01959
H 1.30549 -0.45185 -0.50940
H 4.30486 3.11141 0.90194
H -3.17577 -1.49801 0.62470
O 0.35029 -0.47003 -0.41522
H -2.08394 3.49431 -0.92779
H 3.72481 0.15995 -4.11492
H 1.34819 -3.12938 1.04438
O 3.68256 3.22357 -4.27604
H -3.29020 3.93540 0.34678
C 2.53259 2.23786 1.22603
H -0.78326 -5.32315 1.07544
I 3.50786 -1.97358 -1.79625
H 0.86166 -5.56133 0.82181
H 0.14104 -1.31769 -0.01612
O -3.38813 0.90217 0.43529
N -0.73967 -2.54149 0.84696
H -4.60808 0.43634 -1.17445
H 0.05176 -0.62004 3.59189
H -3.74735 -2.58085 -0.50435
H 0.86930 3.16949 2.08640
H -3.38162 2.16819 -2.11430
C 1.90972 3.43308 1.89625
C -3.86303 2.47981 -1.18735
H 2.63838 1.19533 -1.97629
C -1.95244 -3.13533 0.20956
C -2.42718 1.84022 0.51217
H -2.47665 -3.86035 0.83217
N 3.54418 1.05976 -4.53658
H 2.41802 3.57634 2.84977
H -1.81817 -3.74378 -0.68479
C 3.39653 1.92080 -2.27127
H -5.38470 1.35264 0.07886
N 3.84365 2.23355 1.09369
H 0.21511 -4.92901 2.38627
C 0.17759 -4.85967 1.29912
H -1.62783 -0.93479 1.89510
H 4.25618 1.49903 -1.75048
H 0.51132 -3.51898 -0.44955
H -4.64649 3.21707 -1.36268
C -2.86022 3.13332 -0.25312
O 1.87507 1.32203 0.69723
O -1.28953 1.53053 0.92011
C 0.40803 -3.49936 0.63536
```

---

> total energy of number 5 (C14H34GeO10P2Ti)?

-133758.940 eV

---

> Which value of total energy does entry 1 give?

-156823.886 eV